1.
Formula: C62H39BF8I4N4OPSbSeTl
Source: the OMol25 dataset
Level of theory: ωB97M-V with the def2-TZVPD basis set

Element x y z (Å)
Tl -0.104 -0.012 -0.392
I -2.009 -5.449 -9.322
C -1.550 -4.534 -7.495
C -0.762 -5.205 -6.575
C -0.464 -4.593 -5.367
C -0.947 -3.323 -5.059
C -1.740 -2.676 -6.006
C -2.040 -3.267 -7.223
C -0.635 -2.667 -3.766
C 0.241 -1.613 -3.742
C 0.856 -1.035 -4.939
C 1.765 -0.150 -4.510
C 1.747 -0.203 -3.048
C 2.727 0.426 -2.273
C 3.591 1.422 -2.964
C 4.928 1.182 -3.256
C 5.705 2.139 -3.892
C 5.126 3.348 -4.239
I 6.286 4.794 -5.219
C 3.797 3.616 -3.958
C 3.036 2.649 -3.319
C 2.967 0.216 -0.905
N 2.097 -0.414 -0.067
C 2.662 -0.454 1.162
C 1.972 -0.905 2.313
C 2.710 -0.882 3.600
C 2.282 -0.109 4.676
C 2.962 -0.122 5.884
C 4.092 -0.911 6.012
I 5.131 -0.942 7.833
C 4.556 -1.675 4.954
C 3.858 -1.653 3.757
C 0.674 -1.378 2.321
C 0.007 -1.884 3.507
C -1.192 -2.354 3.136
C -1.273 -2.229 1.683
N -0.158 -1.578 1.235
C -2.190 -2.943 0.955
C -1.928 -3.364 -0.414
C -1.843 -4.632 -0.917
C -1.422 -4.564 -2.269
C -1.199 -3.252 -2.576
N -1.593 -2.458 -1.454
C -3.390 -3.420 1.663
C -3.935 -4.701 1.536
C -5.055 -5.090 2.253
C -5.647 -4.198 3.129
I -7.346 -4.775 4.209
C -5.136 -2.920 3.285
C -4.030 -2.543 2.544
C 3.956 0.156 1.112
C 4.137 0.592 -0.164
N 0.789 -1.054 -2.623
H -0.374 -6.189 -6.798
H 0.182 -5.097 -4.662
H -2.127 -1.693 -5.772
H -2.654 -2.747 -7.945
H 0.621 -1.291 -5.958
H 2.423 0.461 -5.104
H 5.362 0.227 -2.992
H 6.745 1.943 -4.112
H 3.358 4.569 -4.218
H 1.997 2.835 -3.076
H 1.432 0.550 4.550
H 2.619 0.492 6.704
H 5.442 -2.285 5.060
H 4.201 -2.258 2.926
H 0.433 -1.916 4.497
H -1.922 -2.840 3.761
H -1.974 -5.543 -0.362
H -1.228 -5.405 -2.913
H -3.476 -5.421 0.882
H -5.450 -6.090 2.139
H -5.598 -2.222 3.968
H -3.633 -1.540 2.640
H 4.617 0.300 1.947
H 4.985 1.131 -0.548
F 1.085 2.126 1.706
Sb 1.895 3.355 2.914
F 2.963 4.043 1.519
F 3.264 2.128 3.361
F 2.635 4.568 4.172
F 0.805 2.599 4.278
F 0.560 4.639 2.530
Se -1.027 1.814 -1.693
F -2.668 -0.830 -2.910
B -2.548 -1.384 -1.720
F -3.409 -1.001 -0.788
O -2.313 0.613 1.286
P -3.471 1.487 1.568
C -3.937 1.359 3.318
C -3.033 0.695 4.139
C -3.297 0.557 5.494
C -4.463 1.078 6.030
C -5.364 1.752 5.215
C -5.099 1.897 3.865
C -3.216 3.247 1.265
C -1.918 3.740 1.249
C -1.704 5.101 1.076
C -2.778 5.962 0.931
C -4.079 5.472 0.951
C -4.298 4.115 1.113
C -4.931 1.098 0.569
C -4.853 1.414 -0.789
C -5.889 1.074 -1.640
C -7.009 0.418 -1.146
C -7.088 0.094 0.198
C -6.048 0.433 1.052
H -2.128 0.294 3.704
H -2.586 0.045 6.128
H -4.671 0.966 7.086
H -6.272 2.166 5.635
H -5.798 2.433 3.234
H -1.078 3.062 1.342
H -0.690 5.474 1.057
H -2.604 7.022 0.797
H -4.920 6.144 0.829
H -5.311 3.732 1.097
H -3.958 1.885 -1.175
H -5.814 1.305 -2.694
H -7.815 0.148 -1.814
H -7.952 -0.433 0.583
H -6.110 0.174 2.098

M ... 1962.51 g/mol
Energy relative to the best compared isomer or geometry (same formula, charge and spin) ... 0.0 kcal per mole
Multiplicity ... 2
Orbital gap (spin up / spin down) ... 4.29 / 5.25 eV
Charge ... -2

Results of the Löwdin charge analysis, in e, for atoms 1 through 5: number 1, Tl, carries 0.63; number 2, I, carries 0.79; number 3, C, carries -0.75; number 4, C, carries -0.16; number 5, C, carries -0.03

2.
Formula: C62H43Cl2MnN4O3P2SSe
Source: the OMol25 dataset
Level of theory: ωB97M-V with the def2-TZVPD basis set

Element x y z (Å)
Mn -0.050 0.468 -1.392
O -1.216 1.993 -0.449
S -0.558 1.221 0.688
C -1.863 0.636 1.755
C -1.743 0.808 3.125
C -2.837 0.729 4.000
C -4.079 0.557 3.449
C -5.451 0.610 4.056
C -6.403 0.142 2.929
C -5.527 0.032 1.713
C -5.813 -0.281 0.412
C -4.735 -0.481 -0.466
C -3.406 -0.307 -0.116
P -2.128 -0.985 -1.212
C -3.049 -1.451 -2.702
C -3.745 -2.659 -2.782
C -4.431 -2.990 -3.939
C -4.439 -2.115 -5.018
C -3.780 -0.898 -4.931
C -3.085 -0.567 -3.778
C -1.681 -2.679 -0.421
C -2.781 -3.220 0.454
C -2.751 -4.362 1.149
C -1.672 -5.342 1.239
C -0.480 -5.256 0.648
C -0.053 -4.138 -0.242
C -3.104 0.206 1.178
C -4.185 0.274 2.073
C 0.350 2.266 1.798
C -0.364 3.340 2.315
C -0.068 3.927 3.555
C 0.839 3.272 4.357
C 1.220 3.455 5.798
C 2.281 2.357 6.078
C 2.459 1.643 4.770
C 3.283 0.607 4.396
C 3.388 0.335 3.024
C 2.581 0.931 2.053
P 3.362 1.222 0.493
C 5.106 1.518 0.663
C 5.681 1.915 1.871
C 7.029 2.233 1.922
C 7.805 2.166 0.774
C 7.228 1.808 -0.439
C 5.883 1.499 -0.502
C 2.636 2.667 -0.252
C 2.898 3.885 0.379
C 2.290 5.043 -0.072
C 1.432 4.995 -1.160
C 1.199 3.796 -1.813
C 1.809 2.630 -1.368
C 1.500 1.777 2.485
C 1.592 2.212 3.811
H -0.778 1.036 3.552
H -2.690 0.876 5.059
H -5.668 1.641 4.347
H -5.528 0.009 4.961
H -7.237 0.826 2.771
H -6.836 -0.833 3.159
H -6.823 -0.449 0.068
H -4.968 -0.848 -1.458
H -3.767 -3.342 -1.942
H -4.970 -3.926 -3.993
H -4.976 -2.375 -5.920
H -3.809 -0.206 -5.761
H -2.594 0.396 -3.706
H -3.677 -2.619 0.534
H -3.636 -4.598 1.727
H -1.878 -6.214 1.845
H 0.238 -6.054 0.788
H 0.966 -4.291 -0.593
H -1.231 3.688 1.766
H -0.630 4.784 3.896
H 0.345 3.344 6.440
H 1.608 4.459 5.977
H 1.956 1.662 6.854
H 3.228 2.775 6.419
H 3.927 0.097 5.098
H 4.197 -0.308 2.696
H 5.090 1.994 2.774
H 7.471 2.534 2.860
H 8.858 2.405 0.819
H 7.824 1.782 -1.340
H 5.452 1.259 -1.466
H 3.569 3.927 1.228
H 2.493 5.985 0.416
H 0.959 5.900 -1.514
H 0.554 3.784 -2.673
H 1.754 1.717 -1.980
Se -1.358 -5.259 -5.814
N -1.258 -4.975 -4.070
C -0.760 -3.771 -3.891
C -0.491 -3.213 -2.585
C -1.080 -3.807 -1.355
C -0.321 -2.714 0.359
C 0.647 -1.755 -0.184
N 0.769 -1.405 -1.425
C 0.160 -2.021 -2.543
C 0.158 -1.156 -3.701
N 0.180 0.166 -3.413
C 0.154 1.020 -4.438
C 0.087 0.607 -5.763
C -0.057 -0.736 -6.045
C -0.065 -1.643 -4.989
C -0.459 -3.037 -5.092
N -0.717 -3.654 -6.217
H -1.758 -4.616 -1.610
H -0.392 -2.652 1.443
H 1.326 -1.254 0.503
H 0.174 2.068 -4.197
H 0.091 1.346 -6.550
H -0.201 -1.091 -7.057
Cl 4.898 -2.185 -3.229
C 4.184 -1.822 -1.674
Cl 5.342 -1.995 -0.339
C 3.606 -0.414 -1.678
O 3.499 0.317 -2.600
O 3.104 -0.085 -0.414
H 3.366 -2.522 -1.493

M ... 1190.87 g/mol
Energy relative to the best compared isomer or geometry (same formula, charge and spin) ... 0.0 kcal per mole
Multiplicity ... 2
Orbital gap (spin up / spin down) ... 6.76 / 6.79 eV
Charge ... +3

Results of the Löwdin charge analysis, in e, for atoms 1 through 5: number 1, Mn, carries 0.48; number 2, O, carries -0.46; number 3, S, carries 0.99; number 4, C, carries -0.26; number 5, C, carries -0.04

3.
Formula: C62H46ClIrN2OP2S2
Source: the OMol25 dataset
Level of theory: ωB97M-V with the def2-TZVPD basis set

Element x y z (Å)
Ir 1.212 0.088 -0.383
O -0.368 -3.204 0.030
S -0.934 -1.842 -0.159
C -2.142 -1.978 -1.442
C -2.654 -3.246 -1.580
C -3.716 -3.538 -2.458
C -4.275 -2.504 -3.152
C -5.423 -2.471 -4.134
C -5.588 -0.971 -4.499
C -4.436 -0.278 -3.808
C -4.016 1.023 -3.829
C -2.860 1.359 -3.104
C -2.142 0.461 -2.333
P -0.547 1.151 -1.744
C -1.148 2.679 -0.955
C -2.062 2.487 0.084
C -2.617 3.573 0.740
C -2.267 4.865 0.359
C -1.365 5.059 -0.677
C -0.800 3.969 -1.332
C 0.343 1.558 -3.272
C 0.041 0.906 -4.469
C 0.748 1.215 -5.622
C 1.756 2.169 -5.592
C 2.089 2.790 -4.394
C 1.397 2.474 -3.236
C -2.614 -0.882 -2.223
C -3.731 -1.205 -3.021
C -1.943 -1.624 1.307
C -3.314 -1.676 1.224
C -4.129 -2.007 2.332
C -3.513 -2.365 3.496
C -4.072 -2.879 4.805
C -2.829 -3.086 5.715
C -1.655 -2.636 4.874
C -0.324 -2.525 5.163
C 0.522 -1.975 4.182
C 0.101 -1.633 2.911
P 1.208 -0.482 2.034
C 0.925 0.966 3.108
C 1.906 1.552 3.899
C 1.575 2.603 4.750
C 0.268 3.060 4.826
C -0.723 2.455 4.059
C -0.395 1.414 3.206
C 2.930 -1.001 2.276
C 3.309 -2.297 2.619
C 4.654 -2.635 2.680
C 5.628 -1.687 2.394
C 5.256 -0.395 2.040
C 3.915 -0.056 1.971
C -1.268 -1.828 2.556
C -2.106 -2.262 3.593
H -2.225 -4.035 -0.971
H -4.081 -4.556 -2.546
H -6.331 -2.897 -3.708
H -5.180 -3.069 -5.013
H -6.537 -0.575 -4.135
H -5.571 -0.800 -5.574
H -4.529 1.784 -4.406
H -2.500 2.380 -3.181
H -2.364 1.479 0.363
H -3.332 3.415 1.538
H -2.713 5.718 0.856
H -1.098 6.064 -0.985
H -0.109 4.143 -2.147
H -0.741 0.158 -4.506
H 0.504 0.711 -6.549
H 2.290 2.423 -6.500
H 2.892 3.517 -4.363
H 1.692 2.927 -2.299
H -3.797 -1.509 0.269
H -5.206 -2.035 2.218
H -4.623 -3.806 4.650
H -4.775 -2.165 5.236
H -2.712 -4.130 6.008
H -2.895 -2.509 6.638
H 0.077 -2.789 6.135
H 1.541 -1.750 4.476
H 2.928 1.198 3.869
H 2.345 3.053 5.364
H 0.017 3.876 5.494
H -1.751 2.792 4.133
H -1.176 0.935 2.622
H 2.562 -3.051 2.840
H 4.941 -3.644 2.948
H 6.676 -1.953 2.447
H 6.012 0.347 1.811
H 3.630 0.948 1.679
S 5.228 1.812 -1.784
C 5.206 0.191 -2.311
C 4.070 -0.452 -1.937
C 3.167 0.386 -1.208
C 3.691 1.648 -1.042
C 3.079 2.731 -0.278
C 3.663 3.978 -0.097
C 3.010 4.926 0.666
C 1.786 4.609 1.234
C 1.265 3.350 1.010
N 1.895 2.425 0.273
H 6.042 -0.207 -2.871
H 3.910 -1.492 -2.170
H 4.627 4.190 -0.543
H 3.448 5.905 0.818
H 1.235 5.322 1.834
H 0.313 3.071 1.432
Cl 1.655 -3.529 -5.046
C 1.869 -3.393 -3.344
C 2.325 -4.461 -2.588
C 2.471 -4.285 -1.223
C 2.157 -3.060 -0.663
N 1.740 -2.032 -1.403
C 1.592 -2.196 -2.721
H 2.558 -5.405 -3.064
H 2.815 -5.095 -0.594
H 2.256 -2.900 0.398
H 1.254 -1.338 -3.298

M ... 1188.81 g/mol
Energy relative to the best compared isomer or geometry (same formula, charge and spin) ... 0.0 kcal per mole
Multiplicity ... 5
Orbital gap (spin up / spin down) ... 7.74 / 5.84 eV
Charge ... +2

Results of the Löwdin charge analysis, in e, for atoms 1 through 5: number 1, Ir, carries 1.07; number 2, O, carries -0.44; number 3, S, carries 0.88; number 4, C, carries -0.34; number 5, C, carries -0.04

4.
Formula: C62H47BCsF8N7O4P2S
Source: the OMol25 dataset
Level of theory: ωB97M-V with the def2-TZVPD basis set

Element x y z (Å)
Cs -0.751 0.780 0.158
C 4.342 4.649 1.062
C 4.425 3.559 2.124
N 3.890 2.281 1.669
C 4.737 1.460 0.818
C 5.644 0.524 1.615
C 2.635 1.923 1.955
S 2.117 0.334 1.558
N 1.858 2.797 2.581
C 0.560 2.498 2.712
O 0.037 1.398 2.430
C -0.305 3.610 3.205
C -1.684 3.419 3.247
C -2.522 4.443 3.653
C -1.984 5.665 4.031
C -0.609 5.858 3.999
C 0.229 4.838 3.581
H 4.773 5.572 1.454
H 3.302 4.820 0.784
H 4.880 4.370 0.155
H 3.855 3.857 2.998
H 5.464 3.387 2.423
H 5.334 2.132 0.200
H 4.096 0.880 0.151
H 6.334 1.090 2.243
H 6.225 -0.099 0.933
H 5.047 -0.125 2.256
H -2.090 2.459 2.953
H -3.594 4.290 3.671
H -2.638 6.470 4.344
H -0.196 6.817 4.286
H 1.298 4.984 3.518
N -1.764 -1.153 4.028
C -0.979 -2.289 3.583
C -1.538 -2.988 2.290
O -2.719 -2.746 2.006
O -0.718 -3.760 1.709
H -2.727 -1.310 3.752
H -1.446 -0.307 3.580
H -1.004 -3.078 4.345
H 0.060 -2.007 3.408
O 0.507 -3.617 -1.860
C 0.946 -3.347 -3.121
C 1.815 -4.149 -3.845
C 2.215 -3.745 -5.111
C 1.753 -2.554 -5.644
C 0.903 -1.743 -4.902
C 0.495 -2.120 -3.631
P -0.538 -1.173 -2.429
C -1.047 0.272 -3.428
C -0.046 1.134 -3.886
C -0.372 2.323 -4.515
C -1.703 2.688 -4.654
C -2.703 1.855 -4.177
C -2.380 0.651 -3.568
C -2.020 -2.254 -2.492
C -2.616 -2.643 -1.297
C -3.672 -3.543 -1.296
C -4.136 -4.063 -2.494
C -3.559 -3.665 -3.695
C -2.505 -2.767 -3.695
C 0.543 -4.880 -1.318
C 0.106 -5.997 -2.010
C 0.165 -7.238 -1.395
C 0.642 -7.341 -0.098
C 1.031 -6.205 0.600
C 0.981 -4.952 0.007
P 1.419 -3.304 0.718
C 2.251 -3.702 2.317
C 1.676 -4.496 3.309
C 2.303 -4.667 4.536
C 3.495 -4.017 4.816
C 4.056 -3.187 3.856
C 3.444 -3.037 2.622
C 3.005 -3.204 -0.306
C 3.226 -2.030 -1.020
C 4.357 -1.869 -1.812
C 5.288 -2.892 -1.897
C 5.080 -4.074 -1.195
C 3.946 -4.229 -0.410
H 2.189 -5.072 -3.424
H 2.900 -4.367 -5.674
H 2.067 -2.249 -6.635
H 0.546 -0.812 -5.320
H 0.995 0.882 -3.716
H 0.413 2.985 -4.856
H -1.957 3.634 -5.116
H -3.741 2.153 -4.261
H -3.164 0.017 -3.177
H -2.256 -2.261 -0.352
H -4.107 -3.835 -0.349
H -4.945 -4.784 -2.497
H -3.931 -4.064 -4.633
H -2.051 -2.461 -4.631
H -0.279 -5.889 -3.016
H -0.169 -8.119 -1.928
H 0.699 -8.312 0.378
H 1.386 -6.304 1.616
H 0.713 -4.951 3.124
H 1.849 -5.306 5.284
H 3.972 -4.143 5.780
H 4.980 -2.660 4.068
H 3.891 -2.389 1.879
H 2.485 -1.239 -0.952
H 4.511 -0.946 -2.359
H 6.171 -2.777 -2.514
H 5.810 -4.874 -1.260
H 3.790 -5.155 0.131
F -3.930 3.468 -1.401
C -4.631 4.135 -0.486
C -4.814 5.473 -0.668
F -4.260 6.038 -1.738
C -5.575 6.277 0.220
C -6.096 5.568 1.331
C -5.934 4.226 1.499
F -6.466 3.668 2.588
C -5.208 3.416 0.591
C -5.101 2.009 0.728
C -4.171 1.241 -0.005
N -3.399 0.576 -0.548
C -5.968 1.259 1.562
N -6.702 0.627 2.187
F -6.794 6.232 2.255
C -5.817 7.653 0.004
C -5.450 8.335 -1.183
N -5.226 8.951 -2.132
C -6.488 8.488 0.930
N -7.014 9.236 1.635
F 0.398 2.633 -1.054
B 1.207 3.798 -1.208
F 0.934 4.684 -0.155
F 0.948 4.392 -2.444
F 2.563 3.395 -1.143

M ... 1343.82 g/mol
Energy relative to the best compared isomer or geometry (same formula, charge and spin) ... 31.6 kcal per mole
Orbital gap (spin up / spin down) ... 5.16 / 5.15 eV
Charge ... -2

Results of the Löwdin charge analysis, in e, for atoms 1 through 5: number 1, Cs, carries 1.29; number 2, C, carries -0.06; number 3, C, carries -0.19; number 4, N, carries -0.11; number 5, C, carries -0.23